Below is a 2-piece molecular cluster, C26H30N4O overall, with properties calculated with ωB97M-V with the def2-TZVPD basis set.

XYZ file:
```
61
Properties=species:S:1:pos:R:3:forces:R:3:lowdin_charge:R:1
C -4.8604 -0.5712 1.4611 -0.13 -0.44 0.12 -0.004
N -3.6908 0.0115 0.8435 -0.04 0.70 -0.10 -0.039
C -3.6171 1.3501 0.5899 -1.03 0.64 0.10 -0.371
O -4.4953 2.1732 0.8323 1.34 -1.04 -0.32 0.096
C -2.2515 1.6271 -0.0475 -0.66 0.41 -0.29 -0.153
C -1.3858 2.5294 0.8411 0.31 -0.15 0.23 -0.079
C -1.9821 3.9045 1.0720 0.00 0.05 -0.03 -0.237
C -2.2905 4.3207 2.3720 -0.12 0.01 -0.35 -0.038
C -2.8839 5.5661 2.5871 0.08 -0.03 -0.29 -0.070
C -3.1568 6.4045 1.4972 0.14 -0.28 0.01 -0.080
C -2.8231 5.9994 0.1981 0.11 -0.25 0.12 -0.071
C -2.2283 4.7502 -0.0142 -0.15 0.17 0.41 -0.042
N -1.7094 0.2709 -0.2197 1.98 -0.18 -1.00 0.046
C -0.5281 0.0382 -0.8302 -1.28 0.65 0.67 0.036
C 0.0177 -1.2281 -1.0303 0.61 -1.06 -0.26 -0.065
C 1.2302 -1.5250 -1.6449 -0.77 0.60 0.23 0.071
C 1.7207 -2.8621 -1.8467 0.33 -1.26 -0.12 -0.192
C 2.9444 -3.0917 -2.5405 -0.42 0.33 0.24 0.002
C 3.4419 -4.3794 -2.7284 -0.23 -0.21 0.08 -0.046
C 2.7327 -5.4928 -2.2422 0.00 0.70 -0.04 -0.043
C 1.5200 -5.2980 -1.5666 -0.14 0.34 0.03 -0.064
C 1.0184 -4.0115 -1.3725 0.36 0.16 -0.17 -0.009
C -2.5905 -0.7862 0.3173 -0.52 -0.32 0.47 -0.463
C -1.9338 -1.5447 1.4776 0.13 0.15 0.04 0.021
C -3.1268 -1.6981 -0.7944 0.01 0.18 -0.13 0.017
H -5.5382 0.2282 1.7696 0.25 -0.06 -0.13 0.101
H -5.3889 -1.2360 0.7665 0.04 0.18 0.10 0.095
H -4.5733 -1.1575 2.3412 -0.09 0.14 -0.09 0.094
H -2.4108 2.1028 -1.0356 0.06 -0.27 0.45 0.169
H -1.2548 2.0174 1.8099 0.10 0.19 -0.32 0.132
H -0.3964 2.6126 0.3609 -0.21 0.02 0.26 0.127
H -2.0796 3.6408 3.2021 -0.11 0.31 -0.19 0.116
H -3.1352 5.8712 3.6048 0.07 -0.02 -0.35 0.106
H -3.6255 7.3753 1.6631 0.14 -0.28 -0.06 0.103
H -3.0254 6.6475 -0.6569 0.05 -0.15 0.32 0.105
H -1.9573 4.4159 -1.0201 -0.13 0.24 0.25 0.114
H -0.0021 0.9308 -1.1825 -0.14 -0.24 0.14 0.159
H -0.5702 -2.0690 -0.6730 0.38 0.33 -0.17 0.057
H 1.8438 -0.7060 -2.0297 -0.04 -0.18 0.18 0.141
H 3.4874 -2.2245 -2.9272 -0.07 -0.34 0.20 0.116
H 4.3877 -4.5256 -3.2568 -0.36 0.10 0.22 0.118
H 3.1197 -6.5022 -2.3894 -0.09 0.33 0.05 0.114
H 0.9574 -6.1538 -1.1849 0.23 0.30 -0.14 0.111
H 0.0730 -3.8885 -0.8408 0.33 -0.15 -0.14 0.103
H -1.6750 -0.8283 2.2710 -0.08 -0.27 -0.20 0.108
H -2.6362 -2.2874 1.8742 0.20 0.17 -0.09 0.094
H -1.0206 -2.0518 1.1651 -0.16 -0.03 0.20 0.076
H -3.6624 -1.0779 -1.5279 0.09 -0.25 0.19 0.110
H -2.3254 -2.2242 -1.3132 -0.24 -0.04 0.05 0.073
H -3.8156 -2.4342 -0.3634 0.18 0.17 -0.15 0.094
C 6.2869 -0.8909 -1.5339 0.18 -0.12 -0.68 -0.095
C 6.0463 -0.3799 -0.1837 -0.63 1.50 3.76 -0.529
N 6.9320 0.4252 0.4918 -0.12 -0.63 -0.73 -0.002
C 6.3993 0.6229 1.7272 -1.86 -1.22 -0.60 -0.259
C 5.1509 -0.0668 1.7854 1.82 1.02 -0.56 -0.282
N 4.9358 -0.6654 0.5810 0.35 -0.43 -0.91 -0.025
H 5.4793 -1.5689 -1.8253 0.07 0.02 0.01 0.028
H 6.3435 -0.0668 -2.2545 0.03 -0.14 -0.12 0.059
H 7.2397 -1.4333 -1.5715 -0.14 0.03 -0.13 0.064
H 6.8552 1.2063 2.5136 0.21 0.06 -0.14 0.048
H 4.4828 -0.1150 2.6317 -0.24 -0.14 -0.09 0.036
```
Forces are in eV/Å.

Calculated values
orbital gap = 1.99 eV
ΔE to the lowest compared entry with this formula, charge and spin = 532.1 kJ/mol
strongest force on any atom = 0.0797 Eh/bohr



Below is C2H6F2O3SSi as an isolated structure, with properties calculated with ωB97M-V with the def2-TZVPD basis set.

XYZ file:
```
15
Properties=species:S:1:pos:R:3:forces:R:3:lowdin_charge:R:1
C -2.6404 -0.5182 -0.0936 0.37 0.60 -0.13 -0.210
C 2.4328 -0.8543 0.4483 -0.19 0.22 -0.04 -0.420
O 1.7372 1.0457 -1.3364 0.07 -0.12 -0.52 -0.242
O 1.5880 1.5968 1.0475 0.03 0.10 0.39 -0.255
O 0.0554 -0.0285 0.0763 0.84 -0.38 0.13 -0.392
F 3.7353 -0.5630 0.3512 0.11 0.24 0.04 0.079
F 2.1494 -1.8134 -0.4401 -0.13 -0.28 -0.19 0.074
Si -1.3223 0.8227 -0.3131 -1.82 -0.58 0.00 0.595
S 1.4502 0.6512 -0.0054 0.97 -0.35 0.55 0.560
H -2.6466 -0.9213 0.9164 0.09 0.09 0.14 0.029
H -3.6244 -0.1075 -0.2913 -0.25 0.08 -0.04 0.020
H -2.4857 -1.3509 -0.7759 0.12 0.01 -0.14 0.030
H 2.1979 -1.1950 1.4626 -0.09 0.19 -0.11 0.156
H -1.1930 1.3073 -1.6868 -0.03 0.07 -0.13 -0.012
H -1.4338 1.9283 0.6404 -0.08 0.13 0.05 -0.013
```
Forces are in eV/Å.

Calculated values
orbital gap = 12.25 eV
ΔE to the lowest compared entry with this formula, charge and spin = 0.0 kJ/mol
strongest force on any atom = 0.0372 Eh/bohr



Below is C41H44IN2P2PtSi2 as an isolated structure, with properties calculated with ωB97M-V with the def2-TZVPD basis set.

XYZ file:
```
93
Properties=species:S:1:pos:R:3:forces:R:3:lowdin_charge:R:1
Pt -0.3524 1.2255 -0.2516 1.91 0.45 -1.34 0.672
C 4.7417 1.3459 0.1881 0.18 -0.06 0.14 -0.170
Si 3.1789 1.3382 -0.8487 -0.11 -0.22 -0.05 0.249
C 3.6172 0.4208 -2.4224 0.06 -0.11 -0.20 -0.196
C 2.7739 3.1042 -1.2906 -0.03 0.31 -0.02 -0.190
N 1.8726 0.5201 -0.1008 -0.21 -0.34 0.46 -0.350
P 1.5490 0.3383 1.4697 0.19 0.33 0.13 0.605
C -0.1282 0.3158 1.7025 -0.45 -0.24 -0.17 -0.518
P -1.1200 -1.0695 1.3810 -0.43 0.47 -0.02 0.622
N -1.6895 -1.1265 -0.0898 -0.07 -0.62 0.23 -0.293
Si -3.1220 -1.7520 -0.7245 0.15 0.11 -0.07 0.254
C -3.5989 -3.4787 -0.1365 -0.01 -0.20 0.04 -0.178
C -2.9421 -1.8753 -2.5857 0.01 -0.05 -0.26 -0.201
C -4.5876 -0.6452 -0.3800 -0.27 0.15 0.07 -0.172
C -0.3572 -2.6853 1.7673 0.26 0.07 0.23 -0.282
C -0.1101 -3.1334 3.0638 0.05 -0.02 -0.01 -0.105
C 0.4670 -4.3768 3.2852 -0.03 0.06 -0.04 -0.093
C 0.8183 -5.1794 2.2075 0.00 0.00 0.02 -0.102
C 0.5961 -4.7327 0.9128 -0.02 0.04 -0.01 -0.090
C 0.0120 -3.4917 0.6951 -0.03 -0.07 0.02 -0.092
C -2.5253 -0.9705 2.5678 -0.03 0.00 -0.01 -0.270
C -3.0896 0.2927 2.7695 0.05 -0.11 0.05 -0.087
C -4.2404 0.4420 3.5245 -0.01 -0.02 0.01 -0.090
C -4.8521 -0.6688 4.0996 0.02 0.02 -0.02 -0.109
C -4.3011 -1.9260 3.9113 0.09 0.03 -0.07 -0.098
C -3.1462 -2.0738 3.1450 -0.08 -0.03 0.02 -0.108
C 2.5059 -1.0624 2.1571 -0.15 -0.03 0.19 -0.285
C 3.1831 -1.9175 1.2960 0.06 0.01 0.05 -0.084
C 3.9294 -2.9787 1.8001 -0.04 0.05 -0.04 -0.083
C 4.0033 -3.1922 3.1680 0.00 0.01 0.02 -0.099
C 3.3114 -2.3573 4.0375 -0.03 0.03 -0.08 -0.094
C 2.5595 -1.3091 3.5303 -0.06 -0.04 0.05 -0.119
C 2.2017 1.7799 2.4326 0.11 0.04 -0.14 -0.265
C 3.2479 1.7128 3.3498 0.07 0.07 -0.02 -0.103
C 3.7023 2.8504 4.0146 -0.06 -0.07 -0.09 -0.097
C 3.1203 4.0801 3.7618 -0.05 0.00 -0.04 -0.105
C 2.0859 4.1666 2.8346 -0.01 0.01 -0.01 -0.086
C 1.6339 3.0349 2.1760 0.03 -0.11 0.05 -0.093
H 5.6085 1.5631 -0.4472 -0.06 0.00 0.05 0.027
H 4.9068 0.3705 0.6595 0.03 0.07 -0.03 0.021
H 4.7013 2.0979 0.9802 0.01 -0.04 -0.04 0.018
H 4.4340 0.9235 -2.9538 -0.06 -0.05 0.03 0.025
H 2.7668 0.3516 -3.1078 0.06 -0.02 0.04 -0.020
H 3.9437 -0.5975 -2.1840 -0.04 0.05 -0.05 0.021
H 3.3200 3.4442 -2.1777 -0.03 -0.02 0.07 0.027
H 3.0227 3.7714 -0.4590 -0.04 -0.01 -0.04 0.022
H 1.7026 3.1980 -1.4807 0.03 0.06 -0.02 -0.019
H -2.7406 -4.1588 -0.1570 -0.06 0.02 -0.01 0.015
H -4.3810 -3.8999 -0.7799 0.04 0.03 0.05 0.021
H -3.9858 -3.4588 0.8865 0.03 -0.01 -0.04 0.007
H -1.9967 -2.3634 -2.8463 -0.07 0.03 -0.01 0.019
H -2.9482 -0.8860 -3.0558 0.03 -0.06 0.05 0.000
H -3.7630 -2.4610 -3.0165 0.07 0.06 -0.01 0.019
H -4.9206 -0.7568 0.6579 0.00 0.05 -0.06 0.015
H -5.4365 -0.8708 -1.0371 0.05 0.02 0.07 0.024
H -4.2989 0.4011 -0.5288 -0.04 -0.05 0.00 0.025
H -0.3735 -2.5036 3.9068 0.00 -0.01 -0.01 0.112
H 0.6494 -4.7168 4.2979 0.01 0.01 -0.01 0.099
H 1.2716 -6.1489 2.3787 0.00 0.01 0.00 0.095
H 0.8789 -5.3517 0.0698 -0.01 0.00 -0.01 0.097
H -0.1808 -3.1291 -0.3080 0.01 -0.01 0.01 0.097
H -2.6101 1.1534 2.3201 0.00 -0.02 0.01 0.071
H -4.6670 1.4284 3.6630 0.00 0.00 -0.01 0.098
H -5.7550 -0.5528 4.6877 0.02 0.01 0.00 0.092
H -4.7708 -2.7979 4.3517 0.01 0.00 0.00 0.095
H -2.7375 -3.0663 2.9941 -0.02 0.02 -0.02 0.095
H 3.1179 -1.7370 0.2290 0.00 -0.01 0.00 0.095
H 4.4507 -3.6414 1.1197 -0.01 0.01 0.00 0.100
H 4.5891 -4.0160 3.5591 -0.01 0.01 -0.02 0.096
H 3.3479 -2.5305 5.1067 0.00 0.00 -0.02 0.100
H 2.0034 -0.6704 4.2078 0.00 -0.01 -0.02 0.114
H 3.7436 0.7718 3.5414 0.02 0.02 0.00 0.088
H 4.5215 2.7697 4.7191 -0.01 -0.02 0.00 0.095
H 3.4722 4.9674 4.2741 -0.01 0.01 0.00 0.093
H 1.6261 5.1244 2.6202 0.02 -0.01 0.00 0.100
H 0.8353 3.1108 1.4460 -0.04 -0.02 0.00 0.073
I -0.2511 1.1713 -2.9347 -0.02 0.06 0.45 1.168
C -1.6758 2.6757 -2.9876 -0.19 0.09 0.14 -0.612
C -2.1136 3.1128 -4.2021 -0.20 0.22 0.04 -0.171
C -3.0750 4.1496 -4.2479 0.12 -0.13 -0.08 -0.099
C -3.5334 4.6944 -3.0880 -0.01 0.00 0.10 -0.052
C -3.0780 4.2438 -1.8203 -0.02 0.05 0.02 -0.178
C -3.5634 4.8502 -0.6365 0.00 -0.02 -0.12 -0.070
C -3.1070 4.4224 0.5747 0.13 -0.09 0.06 -0.094
C -2.1744 3.3670 0.6572 -0.05 0.23 0.11 -0.146
C -1.6614 2.7175 -0.4468 -0.74 -0.59 0.38 -0.325
C -2.1252 3.1866 -1.7341 0.00 0.13 -0.12 -0.238
H -1.7321 2.6812 -5.1181 0.00 0.01 0.02 0.084
H -3.4321 4.5061 -5.2061 0.00 -0.01 0.00 0.096
H -4.2611 5.4981 -3.1105 0.00 -0.01 0.00 0.105
H -4.2923 5.6485 -0.7169 0.01 0.00 -0.01 0.099
H -3.4726 4.8832 1.4862 0.02 -0.01 0.00 0.096
H -1.8433 3.0421 1.6370 -0.03 0.01 0.01 0.072
```
Forces are in eV/Å.

Calculated values
orbital gap = 5.96 eV
ΔE to the lowest compared entry with this formula, charge and spin = 88.7 kJ/mol
total charge = -1
strongest force on any atom = 0.0462 Eh/bohr



Below is an isolated ion of composition C5H12NO and charge -1, with properties calculated with ωB97M-V with the def2-TZVPD basis set.

XYZ file:
```
19
Properties=species:S:1:pos:R:3:forces:R:3:lowdin_charge:R:1
C 1.1358 1.3520 1.3574 -0.45 -0.65 -0.29 -0.120
C 0.2887 0.1374 0.9456 -0.28 -0.10 0.58 -0.242
C 0.0648 -0.0167 -0.5769 0.77 0.02 0.46 -0.485
C 1.4085 -0.3736 -1.2341 0.21 0.37 -0.30 -0.094
N -0.9663 -0.9512 -0.9163 -0.47 -0.01 -0.25 -0.051
C -2.3603 -0.6414 -0.2826 0.67 0.68 -1.06 -0.594
O -2.7172 -1.3868 0.7158 -0.12 -0.48 0.35 -0.305
H 0.6175 2.2150 0.9336 0.57 0.28 -0.22 0.067
H 1.1798 1.5281 2.4325 -0.05 -0.26 0.11 0.054
H 2.1540 1.1890 0.9983 0.02 0.61 -0.14 0.055
H 0.7302 -0.8027 1.2964 0.13 0.04 0.04 0.103
H -0.6779 0.1844 1.4543 -0.07 0.00 -0.22 0.091
H -0.2055 0.9679 -0.9751 -0.24 0.02 0.00 0.122
H 2.0159 -1.0500 -0.6263 -0.10 -0.06 0.07 0.065
H 1.9913 0.5409 -1.3957 0.13 -0.09 0.16 0.058
H 1.2968 -0.8221 -2.2225 -0.29 -0.06 0.04 0.059
H -0.7180 -1.8893 -0.6253 -0.04 -0.06 0.27 0.081
H -2.9856 -0.6442 -1.2209 -0.34 -0.26 0.35 0.063
H -2.2526 0.4633 -0.0580 -0.04 0.03 0.03 0.073
```
Forces are in eV/Å.

Calculated values
orbital gap = 6.31 eV
SMILES string = CC[C@@H](C)NC[O-]
ΔE to the lowest compared entry with this formula, charge and spin = 33.8 kJ/mol
total charge = -1
strongest force on any atom = 0.0277 Eh/bohr



Question: Which of these has the highest strongest force on any atom?
Answer: C26H30N4O